No. 1
Entry from the Open Molecules 2025 dataset: C28H32CeCl2O3Si as an isolated structure in a non-equilibrium geometry (ωB97M-V/def2-TZVPD).

Structure (XYZ):
```
67
C28H32CeCl2O3Si (ωB97M-V/def2-TZVPD)
C -3.87358 -3.40477 -0.95315
C -2.74443 -4.13938 -1.36865
C -2.04072 -3.35752 -2.31619
C -2.32178 -5.45240 -0.86940
C -2.79097 -2.17900 -2.57608
C -3.94249 -2.23813 -1.74682
C -5.04065 -1.25115 -1.72807
C -4.74735 -3.79945 0.15682
C -0.75282 -3.71367 -2.92396
C -2.51417 -1.12873 -3.53954
Ce -1.88528 1.20068 0.41362
Cl -0.53545 -3.52894 1.37027
Cl -2.41381 2.43195 2.65426
O -1.87883 2.05904 -1.50402
H -1.86863 -5.27143 0.14622
H -1.56154 -5.91887 -1.48954
H -3.17951 -6.11101 -0.77799
H 0.06730 -3.65265 -2.18243
H -0.51451 -3.05216 -3.76797
H -0.78912 -4.75591 -3.27425
H -1.75669 -1.49295 -4.25450
H -2.12453 -0.19252 -3.08670
H -3.41575 -0.88063 -4.10867
H -5.24208 -0.90209 -2.75035
H -4.77174 -0.39265 -1.10112
H -5.95941 -1.70196 -1.32450
H -4.23824 -3.67324 1.13575
H -5.02494 -4.85505 0.06623
H -5.65068 -3.18754 0.17104
H -1.86257 2.63721 -2.29389
O -3.74010 0.39603 0.41086
H -4.51893 0.70695 0.88728
O 0.25855 0.93086 0.64463
Si 1.70110 1.62591 0.98309
C 1.60670 2.70888 2.47163
C 2.23738 3.96823 2.52244
C 2.08096 4.77565 3.65763
C 1.37522 4.31897 4.76992
C 0.84333 3.02524 4.75363
C 0.91169 2.24024 3.59984
C 2.94137 0.28248 1.33272
C 2.77150 -0.93952 0.67556
C 3.70492 -1.95778 0.85941
C 4.77284 -1.81195 1.74713
C 4.86109 -0.62363 2.48608
C 3.96400 0.43202 2.27352
C 2.30933 2.66704 -0.43145
C 3.39977 2.18774 -1.18611
C 3.84077 2.91043 -2.29805
C 3.22741 4.11865 -2.65233
C 2.17436 4.60789 -1.86608
C 1.71034 3.88573 -0.77375
H 2.82223 4.30124 1.67358
H 2.57155 5.74447 3.68644
H 1.25319 4.95097 5.64589
H 0.36876 2.62051 5.64279
H 0.41748 1.27145 3.54471
H 1.90791 -1.10327 0.03648
H 3.56775 -2.89987 0.30999
H 5.51808 -2.60569 1.86031
H 5.65935 -0.50983 3.22730
H 4.03601 1.33695 2.87180
H 3.89881 1.27549 -0.88823
H 4.69159 2.54265 -2.86554
H 3.59758 4.69089 -3.52178
H 1.74045 5.57167 -2.10429
H 0.89062 4.26120 -0.16349
```

Summary:
highest occupied orbital energy (alpha / beta) = 0.56 / 0.56 eV
Kohn-Sham gap (alpha / beta) = 3.13 / 3.13 eV
total charge = -2

No. 2
Entry from the Open Molecules 2025 dataset: C28H32CrN7O4 as an isolated structure in a non-equilibrium geometry (ωB97M-V/def2-TZVPD).

Structure (XYZ):
```
72
C28H32CrN7O4 (ωB97M-V/def2-TZVPD)
Cr -0.35413 0.76224 0.58416
C 2.64852 1.28882 -0.40042
C 3.44894 0.00711 -0.15301
C 2.72878 -1.29841 -0.35102
C 3.13375 -2.17873 -1.35238
C 2.50012 -3.40445 -1.46445
C 1.49824 -3.73303 -0.56407
C 1.16242 -2.79240 0.39560
N 1.75544 -1.61517 0.48820
N 1.61681 1.68022 0.58948
C 2.12427 1.57920 1.97315
C 1.58073 0.37867 2.69358
C 2.23782 -0.14629 3.79756
C 1.65512 -1.18147 4.51089
C 0.42768 -1.65986 4.07540
C -0.15076 -1.09531 2.95126
N 0.40333 -0.09444 2.26651
C 1.26706 3.08985 0.34081
C 0.12055 3.47010 1.24032
C -0.13282 4.77607 1.62490
C -1.21527 5.04167 2.45264
C -1.96937 3.96771 2.90821
C -1.64152 2.69219 2.49133
N -0.63884 2.44052 1.64692
H 2.14657 1.20651 -1.36686
H 3.38238 2.10044 -0.46395
H 3.88133 -0.00395 0.84838
H 4.27640 0.04128 -0.86497
H 3.93762 -1.90654 -2.01922
H 2.78967 -4.09837 -2.23958
H 0.99291 -4.68608 -0.59441
H 0.38637 -2.99016 1.12119
H 1.79595 2.45608 2.54658
H 3.21753 1.59316 1.99229
H 3.18938 0.26245 4.10129
H 2.13876 -1.58855 5.38675
H -0.06651 -2.45905 4.60296
H -1.09361 -1.47140 2.57848
H 0.98946 3.21109 -0.71382
H 2.12653 3.74576 0.53464
H 0.50858 5.56876 1.27508
H -1.45304 6.05224 2.74373
H -2.81054 4.11655 3.56295
H -2.19461 1.83199 2.84010
N -2.50119 0.10662 0.69815
C -3.38833 1.06994 0.02639
C -2.74736 1.47810 -1.29619
N -1.39904 1.99617 -1.01882
H -2.48118 -0.74397 0.12939
H -2.91369 -0.15980 1.59215
H -3.50156 1.94858 0.66698
H -4.37952 0.64530 -0.16158
H -3.36528 2.22974 -1.80096
H -2.66811 0.60198 -1.94717
H -1.48003 2.99334 -0.82461
H -0.82025 1.90542 -1.86084
O 0.46834 0.53152 -2.30639
C -0.11588 -0.49760 -1.94668
O -0.39707 -0.69409 -0.71488
C -0.64890 -1.49199 -2.91044
C -0.70360 -1.21879 -4.27660
C -1.33822 -2.10012 -5.13588
C -1.91550 -3.26305 -4.64729
C -1.83359 -3.53594 -3.28696
C -1.21305 -2.65901 -2.41623
N -2.42885 -4.73328 -2.71583
O -2.24482 -4.90738 -1.52920
O -3.06334 -5.45154 -3.44097
H -0.26418 -0.30391 -4.64282
H -1.39735 -1.87051 -6.18805
H -2.43445 -3.94778 -5.30027
H -1.17203 -2.88499 -1.36156
```

Summary:
highest occupied orbital energy (alpha / beta) = -14.20 / -14.20 eV
Kohn-Sham gap (alpha / beta) = 8.00 / 7.78 eV
total charge = +2
ΔE to the lowest compared entry with this formula, charge and spin = 20.9 kcal per mole
spin multiplicity = 4

No. 3
Entry from the Open Molecules 2025 dataset: C28H32FN2V as an isolated structure in a non-equilibrium geometry (ωB97M-V/def2-TZVPD).

Structure (XYZ):
```
64
C28H32FN2V (ωB97M-V/def2-TZVPD)
C 3.02742 1.36810 -3.10763
H 3.71597 0.73084 -3.67045
H 3.62040 2.14299 -2.60152
H 2.35857 1.86008 -3.82524
C 2.27878 0.50810 -2.12124
C 2.62576 -0.83601 -1.99387
H 3.47566 -1.16138 -2.59003
C 1.94718 -1.82934 -1.29332
C 2.38551 -3.25710 -1.48134
H 2.64556 -3.73805 -0.52872
H 3.27536 -3.26744 -2.12085
H 1.61040 -3.86277 -1.97235
C 0.20236 -2.67894 0.10530
C -0.86299 -3.25604 -0.58851
C -1.43984 -4.43428 -0.10839
H -2.25179 -4.89781 -0.66996
C -0.96666 -5.01031 1.07409
H -1.40900 -5.94041 1.44268
C 0.07069 -4.40585 1.79308
H 0.43236 -4.84533 2.72603
C 0.66722 -3.24365 1.29835
C 0.89693 2.40066 -1.55646
C 0.14454 2.75551 -2.68911
C -0.31023 4.06045 -2.85732
H -0.94506 4.30215 -3.70880
C 0.03581 5.04705 -1.92989
H -0.32437 6.07099 -2.05722
C 0.85615 4.72182 -0.84678
H 1.14405 5.48141 -0.11920
C 1.30726 3.41486 -0.68211
C -2.85687 0.78999 -2.16169
H -3.25756 0.31740 -3.06289
C -3.35629 2.02861 -1.75402
H -4.12249 2.53236 -2.34050
C -2.85371 2.64509 -0.59987
H -3.23153 3.62601 -0.28057
C -1.85653 1.99837 0.15536
C -1.45388 0.73585 -0.23500
H -1.45312 2.37951 1.09538
C -1.83290 0.14882 -1.43908
H -1.45999 -0.82379 -1.74632
N 0.90739 -1.56668 -0.48806
N 1.34078 1.06222 -1.36390
V 0.39026 0.21147 0.16901
H 1.50551 -2.76896 1.81281
H -1.20742 -2.79775 -1.51753
H -0.11394 1.97518 -3.41048
H 1.94154 3.14566 0.16023
F 0.73171 1.79348 1.27575
C 0.96580 -0.55930 3.61895
C -0.49390 -0.37005 3.23246
C -1.36265 -1.41452 3.92987
C -0.93926 1.02413 3.66219
C -0.64081 -0.51972 1.70442
H 1.08634 -0.44631 4.70542
H 1.59417 0.18214 3.11516
H 1.30863 -1.55898 3.33655
H -1.24017 -1.36000 5.02162
H -2.42262 -1.25044 3.69799
H -1.09664 -2.42673 3.60380
H -0.29591 1.77777 3.19824
H -1.97038 1.21441 3.34595
H -0.87907 1.13122 4.75531
H -1.58855 -1.05672 1.48426
```

Summary:
highest occupied orbital energy (alpha / beta) = -14.68 / -14.68 eV
Kohn-Sham gap (alpha / beta) = 5.44 / 5.44 eV
total charge = +2

No. 4
Entry from the Open Molecules 2025 dataset: C28H32GeN4PdSb as an isolated structure in a non-equilibrium geometry (ωB97M-V/def2-TZVPD).

Structure (XYZ):
```
67
C28H32GeN4PdSb (ωB97M-V/def2-TZVPD)
Pd 0.32068 -0.57087 0.60718
N -1.05529 3.10903 -1.13752
C 0.23785 3.58352 -1.10287
C 0.98392 2.57739 -0.57464
N 0.16774 1.50793 -0.29133
C -1.05140 1.85272 -0.64376
C -2.19132 0.95614 -0.51654
N -2.05405 -0.31895 -0.25209
C -3.32443 -0.83667 -0.18923
C -4.23671 0.14531 -0.42966
N -3.49945 1.28657 -0.63877
H -1.83825 3.60063 -1.53211
H 0.49998 4.57116 -1.44342
H 2.04646 2.53923 -0.39926
H -3.50199 -1.88119 0.01056
H -5.31325 0.13773 -0.46556
H -3.88581 2.20119 -0.79371
C 2.38026 -5.28004 -4.47949
C 3.32922 -4.41829 -3.94702
C 2.93709 -3.34944 -3.14931
C 1.58422 -3.14079 -2.89426
C 0.63341 -4.02350 -3.40682
C 1.03294 -5.08656 -4.20462
Sb 0.97476 -1.44213 -1.76318
C -0.30656 -0.45283 -3.15264
C -1.47007 -1.07853 -3.60072
C -2.34456 -0.41529 -4.45230
C -2.07094 0.88600 -4.85384
C -0.92404 1.52277 -4.39800
C -0.04648 0.85976 -3.54588
C 2.75081 -0.28670 -2.04501
C 3.45614 0.20113 -0.94592
C 4.61721 0.94947 -1.12635
C 5.08069 1.21354 -2.40757
C 4.39135 0.71964 -3.50904
C 3.23740 -0.02928 -3.32913
H 2.69090 -6.10781 -5.10444
H 4.38182 -4.57449 -4.14934
H 3.68843 -2.68582 -2.73914
H -0.42010 -3.89630 -3.18819
H 0.29074 -5.76593 -4.60571
H -1.71062 -2.08748 -3.28631
H -3.23871 -0.91621 -4.80336
H -2.74887 1.40057 -5.52433
H -0.70211 2.53673 -4.71330
H 0.84249 1.37044 -3.19698
H 3.10554 0.00198 0.05728
H 5.15930 1.31872 -0.26361
H 5.98326 1.79534 -2.55062
H 4.75822 0.91236 -4.50990
H 2.71610 -0.42006 -4.19615
C -1.47887 0.86016 3.27978
Ge -0.21091 -0.62396 3.37793
C 0.18487 -0.97850 5.25741
C -1.03532 -2.27188 2.65003
C 1.46404 -0.25944 2.40314
H -2.31469 0.65706 3.95167
H -1.86858 0.99268 2.26961
H -1.00051 1.78986 3.59611
H -0.74605 -1.17274 5.79389
H 0.67309 -0.10730 5.69665
H 0.84532 -1.84027 5.35810
H -2.10086 -2.27071 2.88741
H -0.57573 -3.15002 3.10488
H -0.95716 -2.39502 1.56940
H 2.21965 -1.02253 2.56515
H 1.87291 0.74433 2.45132
```

Summary:
highest occupied orbital energy (alpha / beta) = -10.24 / -11.38 eV
Kohn-Sham gap (alpha / beta) = 8.06 / 7.14 eV
total charge = +1
ΔE to the lowest compared entry with this formula, charge and spin = 7.6 kcal per mole
spin multiplicity = 3

no.,energy (eV),molar mass (g mol⁻¹)
1,-81554.008,655.669
2,-76585.214,582.605
3,-60921.779,466.520
4,-102041.832,725.382